Entry 1:
Formula: C36H45F5N9S2SiTi
Source: OMol25
Level of theory: ωB97M-V with the def2-TZVPD basis set

The calculation puts the frontier orbital gap at 7.1876 eV. The total energy comes out at -117722.9185 eV. The calculation puts the HOMO energy at -10.79 eV. The relative energy (zero: lowest compared OMol25 entry of this formula, charge and spin) is 8.1 kJ/mol. The value obtained for the lowest unoccupied orbital energy is -3.60 eV. The net charge is +1. As for the spin multiplicity: 1.

XYZ file:
```
99
Properties=species:S:1:pos:R:3:mulliken_charge:R:1
Ti -0.39956 -0.95172 0.49575 -0.471
C 2.94500 -4.25394 0.78042 -1.556
C 1.73267 -3.35347 0.98238 -0.495
N 1.86051 -1.95662 0.47716 1.130
C 3.04747 -1.28942 1.07692 -0.696
C 3.13527 -1.33118 2.59190 -1.548
C 2.05988 -1.92844 -0.98020 -0.191
C 0.82356 -2.41325 -1.72901 -1.156
N -0.39227 -2.27200 -0.89696 1.705
C -1.38371 -3.22202 -1.20994 0.153
C -1.97583 -3.99613 -0.21637 -0.621
F -1.64083 -3.78110 1.06367 -0.381
C -2.91663 -4.96469 -0.50946 0.324
F -3.44961 -5.66465 0.49509 -0.327
C -3.31060 -5.20546 -1.80774 -0.616
C -2.74069 -4.44023 -2.80508 0.256
F -3.11597 -4.60923 -4.07469 -0.361
C -1.79870 -3.47096 -2.51936 0.388
F -1.30227 -2.73938 -3.52646 -0.464
H 2.72714 -5.22491 1.22512 0.464
H 3.84362 -3.87024 1.26262 0.309
H 3.16824 -4.42617 -0.27276 0.313
H 1.48665 -3.29042 2.04089 0.528
H 0.86871 -3.79958 0.49324 -0.049
H 3.05173 -0.25928 0.71924 0.303
H 3.95068 -1.74176 0.65226 0.550
H 2.23985 -0.94861 3.07943 0.243
H 3.98636 -0.72395 2.90346 0.457
H 3.30610 -2.34042 2.96594 0.349
H 2.91747 -2.54447 -1.26922 0.824
H 2.36084 -0.90817 -1.23107 -0.675
H 0.93328 -3.46953 -1.98839 0.508
H 0.73260 -1.86262 -2.66503 0.446
H -4.05110 -5.95837 -2.03623 0.522
C -1.72928 2.38222 1.75966 -0.486
Si -2.86190 1.32373 0.71914 -0.019
C -3.41430 2.37414 -0.72120 -1.235
C -4.33289 0.80400 1.73363 -1.231
N -2.04297 -0.14322 0.04374 1.719
C -2.94940 -0.69223 -0.92213 -0.512
C -4.00317 -1.51787 -0.53787 0.247
C -4.91245 -1.99239 -1.47128 -1.138
C -4.78394 -1.64896 -2.81007 -0.801
C -3.73336 -0.83994 -3.21868 -0.818
C -2.84239 -0.38464 -2.27249 0.143
F -1.80827 0.39116 -2.67924 -0.379
H -2.38273 3.10409 2.25948 0.685
H -1.03285 2.96065 1.15034 0.229
H -1.17163 1.86631 2.53692 -0.170
H -3.80369 3.32160 -0.33939 0.434
H -4.20963 1.89824 -1.29630 0.323
H -2.59292 2.60451 -1.40282 0.315
H -4.72215 1.68878 2.24658 0.412
H -4.05689 0.06187 2.48458 0.367
H -5.13785 0.40557 1.11556 0.452
H -4.09396 -1.78038 0.50957 0.699
H -5.72287 -2.63261 -1.14884 0.487
H -5.49222 -2.01619 -3.54028 0.445
H -3.58955 -0.56663 -4.25517 0.516
N 2.78149 5.78518 -0.05987 -0.520
C 2.27453 4.75956 0.03544 -0.464
C 1.68256 3.45311 0.14519 0.633
C 0.95166 2.93305 -0.91222 -1.002
C 0.46536 1.64673 -0.80040 -0.949
N 0.65304 0.89976 0.29779 2.624
C 1.33635 1.41936 1.33243 -0.691
C 1.87492 2.68683 1.29019 -1.435
H 0.78666 3.49979 -1.81628 0.639
H -0.09915 1.19534 -1.60369 0.472
H 1.42104 0.81005 2.22312 0.357
H 2.42941 3.06823 2.13505 0.685
C 5.60934 3.57408 -1.55863 -0.886
N 5.11070 3.25710 -2.87677 0.068
C 5.28381 4.18519 -3.99156 -0.558
C 4.70648 3.38167 -5.15228 -0.577
N 3.75304 2.53379 -4.43890 -0.185
C 4.14834 2.36083 -3.14817 -0.009
S 3.50258 1.22020 -2.10531 -0.286
H 6.69119 3.69772 -1.59649 0.294
H 5.36350 2.75403 -0.88936 0.285
H 5.15935 4.49816 -1.18479 0.311
H 6.33131 4.44683 -4.12722 0.377
H 4.71087 5.10023 -3.80594 0.294
H 5.48020 2.77843 -5.63507 0.299
H 4.21688 4.00296 -5.89744 0.330
H 3.29234 1.75965 -4.88738 0.262
C -3.87634 0.88252 5.60051 -1.176
C -2.45528 0.79861 5.14459 1.109
C -1.46144 1.64119 5.63109 -0.878
C -0.18466 1.46341 5.13780 -0.286
N 0.11058 0.53206 4.23051 -0.230
C -0.90929 -0.22844 3.83464 0.355
S -0.48841 -1.56567 2.74022 -0.580
N -2.16641 -0.14270 4.23937 -0.344
H -4.02055 1.68022 6.32571 0.392
H -4.17159 -0.06661 6.04830 0.305
H -4.53008 1.05107 4.74418 0.230
H -1.67830 2.40046 6.36861 0.415
H 0.63731 2.08659 5.47216 0.466
```



Entry 2:
Formula: C42H45BeN7
Source: OMol25
Level of theory: ωB97M-V with the def2-TZVPD basis set

The calculation puts the frontier orbital gap at 3.8864 eV. The total energy comes out at -55120.6066 eV. The calculation puts the HOMO energy at -5.18 eV. The relative energy (zero: lowest compared OMol25 entry of this formula, charge and spin) is 29.6 kJ/mol. The value obtained for the lowest unoccupied orbital energy is -1.29 eV. As for the spin multiplicity: 1.

XYZ file:
```
95
Properties=species:S:1:pos:R:3:mulliken_charge:R:1
Be 0.53901 -0.78408 -0.81291 -2.438
C 3.39591 2.53495 -2.18188 -1.558
C 2.46573 2.80963 -0.99400 1.475
C 2.34728 4.32028 -0.76771 -1.838
C 2.98456 2.08274 0.23123 0.398
C 4.14367 2.54060 0.84764 -0.786
C 4.66673 1.91271 1.96444 -1.509
C 4.03670 0.78670 2.46268 -0.726
C 2.88256 0.29155 1.86629 0.886
C 2.22222 -0.94027 2.45349 2.415
C 3.15872 -2.14888 2.33087 -1.653
C 1.81697 -0.71908 3.91372 -1.750
C 2.33916 0.94419 0.74562 -0.632
N 1.12933 0.47142 0.18564 1.401
C -0.02700 1.11493 0.54061 -0.124
C -1.21416 0.58258 0.06779 0.597
N -1.14240 -0.57436 -0.67586 1.435
C -2.33482 -1.32119 -0.81738 -0.841
C -3.04685 -1.41864 -2.03092 0.710
C -4.22261 -2.16559 -2.06632 -1.089
C -4.72295 -2.80474 -0.94709 -1.442
C -4.01169 -2.72671 0.23548 -0.797
C -2.82426 -2.00955 0.31903 0.968
C -2.06249 -2.06381 1.63874 2.230
C -1.80064 -3.52712 2.04085 -2.258
C -2.81562 -1.38219 2.78758 -1.638
C -2.65022 -0.74692 -3.33724 0.506
C -2.28975 0.73520 -3.19205 -1.175
C -1.55687 -1.55950 -4.03458 -1.475
C -2.32129 1.43672 0.49168 -0.479
C -3.68193 1.47326 0.30171 0.520
C -4.43334 2.48760 0.94911 -1.218
C -3.86101 3.43786 1.75479 -0.872
C -2.45198 3.44192 1.95191 0.964
C -1.68964 4.35219 2.73525 -0.981
C -0.33170 4.19610 2.83146 -1.121
C 0.37454 3.15737 2.16936 0.224
C -0.32859 2.27667 1.38441 0.862
C -1.73890 2.44486 1.30766 -0.760
H 3.03305 3.04278 -3.07984 0.407
H 3.46262 1.46683 -2.38675 0.362
H 4.40230 2.89897 -1.96826 0.398
H 1.46963 2.42376 -1.22067 -0.352
H 3.33149 4.78183 -0.67270 0.344
H 1.77704 4.53661 0.13537 0.365
H 1.84340 4.79271 -1.61298 0.475
H 4.64991 3.41125 0.44869 0.330
H 5.55606 2.30291 2.44294 0.384
H 4.44042 0.29697 3.34131 0.369
H 1.31756 -1.13332 1.87676 -1.473
H 4.06033 -2.00203 2.92682 0.414
H 3.46106 -2.29900 1.29136 0.272
H 2.66638 -3.05884 2.68736 0.397
H 2.69780 -0.55701 4.53701 0.357
H 1.28829 -1.59578 4.29596 0.459
H 1.16391 0.14947 4.00497 0.316
H -4.76197 -2.24159 -3.00421 0.420
H -5.65186 -3.35829 -0.99798 0.381
H -4.38951 -3.23606 1.11434 0.333
H -1.09775 -1.56911 1.50739 -0.953
H -2.69645 -3.96879 2.47900 0.551
H -1.01056 -3.57819 2.79570 0.398
H -1.51765 -4.13801 1.18051 0.433
H -3.77385 -1.87864 2.95656 0.361
H -3.01286 -0.33534 2.58321 0.219
H -2.23302 -1.44572 3.70985 0.456
H -3.53266 -0.78716 -3.98183 0.624
H -1.43553 0.87541 -2.53543 -0.148
H -3.13464 1.28737 -2.77809 0.379
H -2.05385 1.15819 -4.17270 0.498
H -0.71119 -1.70447 -3.36934 0.238
H -1.21298 -1.05928 -4.94396 0.391
H -1.93641 -2.54546 -4.30880 0.449
H -4.18853 0.73355 -0.30569 0.610
H -5.50738 2.49533 0.80516 0.417
H -4.47679 4.18575 2.24054 0.407
H -2.18415 5.16764 3.25014 0.405
H 0.23772 4.89710 3.43041 0.434
H 1.44670 3.08056 2.29924 0.650
N 1.61178 -4.47727 -0.17463 0.269
C 0.95176 -3.45713 0.37833 -1.072
N 0.96874 -2.45043 -0.45603 0.980
C 1.67092 -2.92067 -1.53722 0.441
N 2.08313 -4.16021 -1.39329 -0.956
C 1.84006 -2.00753 -2.63218 0.309
C 2.42066 -2.29362 -3.86446 -0.558
N 2.56707 -1.37924 -4.80291 -0.574
C 2.09395 -0.15549 -4.52161 -0.720
C 1.44485 0.12793 -3.34100 -0.532
N 1.31975 -0.78196 -2.37667 1.521
H 1.78438 -5.39133 0.20811 0.217
H 0.49142 -3.48413 1.35200 0.847
H 2.76544 -3.30074 -4.07078 0.491
H 2.25287 0.60308 -5.27530 0.458
H 1.00479 1.09643 -3.14482 0.668
```



Entry 3:
Formula: C7H22NO6P2S2
Source: OMol25
Level of theory: ωB97M-V with the def2-TZVPD basis set

The calculation puts the frontier orbital gap at 9.1109 eV. The total energy comes out at -61631.1610 eV. The calculation puts the HOMO energy at -12.74 eV. The value obtained for the lowest unoccupied orbital energy is -3.63 eV. The net charge is +1. As for the spin multiplicity: 1.

XYZ file:
```
40
Properties=species:S:1:pos:R:3:nbo_charge:R:1
C -0.83142 -0.28980 -1.13735 -0.635
C -0.14840 -1.42258 -0.11383 -0.264
N 0.14289 -2.66193 -0.92992 -0.906
P 1.60835 -3.52359 -0.39507 1.444
C 1.47028 -5.43032 -0.75526 -0.959
S 3.23015 -2.83976 -1.69279 -0.218
C 2.17633 -3.13675 1.38594 -1.121
P 1.01857 -3.77350 2.76490 2.147
O 1.79238 -3.50025 4.15301 -1.015
O -0.50247 -2.93006 2.89847 -0.922
O 0.69956 -5.48504 2.72656 -0.979
H -1.69712 -0.79830 -1.78306 0.223
H -1.33661 0.55134 -0.45854 0.265
H 0.00370 0.17938 -1.81063 0.228
H 0.79561 -0.93291 0.37425 0.211
H -1.00426 -1.67109 0.66797 0.227
H -0.68106 -3.29950 -1.01128 0.422
H 2.50949 -5.96743 -0.52238 0.302
H 0.56407 -5.91541 -0.18492 0.297
H 1.29553 -5.61682 -1.92094 0.300
H 3.55167 -1.52401 -1.25830 0.210
H 3.21978 -3.69411 1.54440 0.347
H 2.38312 -1.96867 1.47396 0.341
H -1.20013 -3.63271 2.67252 0.506
H 0.54059 -5.74619 3.70110 0.545
O -1.31967 3.02780 0.10482 -0.951
S -2.05594 4.14609 -0.44213 2.351
O -2.54214 4.15000 -1.80316 -0.917
O -1.20508 5.51338 -0.18249 -0.708
C 0.12732 5.59378 -0.68199 -0.077
C 0.14754 5.76342 -2.18906 -0.643
C -3.42068 4.51167 0.62777 -0.879
H 0.70515 4.71488 -0.37401 0.186
H 0.59450 6.46661 -0.21613 0.203
H -0.25329 4.88079 -2.69534 0.223
H 1.17074 5.91793 -2.54942 0.219
H -0.46797 6.61715 -2.49030 0.224
H -3.06618 4.54835 1.66082 0.255
H -4.15534 3.71286 0.51129 0.256
H -3.85956 5.46526 0.33051 0.263
```



Entry 4:
Formula: C24H32N4O4S
Source: OMol25
Level of theory: ωB97M-V with the def2-TZVPD basis set

The calculation puts the frontier orbital gap at 7.5477 eV. The total energy comes out at -50392.8673 eV. The calculation puts the HOMO energy at -7.08 eV. The relative energy (zero: lowest compared OMol25 entry of this formula, charge and spin) is 235.9 kJ/mol. As for the structure (SMILES): Cc1ccc(S(=O)(=O)N2CCN(CC(=O)Nc3ccc(N4CCOCC4)cc3)CC2)cc1C. The value obtained for the lowest unoccupied orbital energy is 0.47 eV. As for the spin multiplicity: 1.

XYZ file:
```
65
Properties=species:S:1:pos:R:3:nbo_charge:R:1
C 5.48298 4.95456 -0.43187 -0.636
C 4.14358 4.31486 -0.62161 -0.008
C 3.09182 5.04528 -1.16435 -0.206
C 1.84402 4.47646 -1.34567 -0.165
C 1.65683 3.15988 -0.97684 -0.348
S 0.04908 2.43103 -1.21887 2.318
O -0.96747 3.29376 -0.69850 -0.932
O 0.07210 1.07462 -0.71992 -0.986
N -0.06978 2.49537 -2.89870 -0.660
C -1.43139 2.37468 -3.38234 -0.240
C -1.94425 0.94932 -3.18909 -0.241
N -1.04801 0.01063 -3.84054 -0.457
C -1.53723 -1.34628 -3.88866 -0.302
C -1.75131 -2.20108 -2.62388 0.656
O -2.25620 -3.29940 -2.76221 -0.629
N -1.35841 -1.68352 -1.43722 -0.639
C -1.45356 -2.27054 -0.16411 0.184
C -1.97631 -3.53778 0.07226 -0.233
C -2.03275 -4.03573 1.35678 -0.271
C -1.58765 -3.29579 2.45772 0.238
N -1.61550 -3.86926 3.72778 -0.457
C -2.81674 -4.54903 4.17520 -0.238
C -3.75768 -3.55700 4.87507 -0.086
O -3.12300 -2.92223 5.96369 -0.527
C -1.96090 -2.23866 5.54321 -0.087
C -0.98951 -3.20478 4.85211 -0.246
C -1.05498 -2.02881 2.20211 -0.285
C -0.98691 -1.52951 0.91715 -0.238
C 0.35937 0.12867 -3.49830 -0.243
C 0.81590 1.58745 -3.59419 -0.240
C 2.68494 2.41454 -0.43628 -0.204
C 3.93975 2.97973 -0.25051 0.067
C 5.05077 2.16894 0.33895 -0.650
H 6.24754 4.41498 -0.98939 0.223
H 5.76860 4.93662 0.61907 0.224
H 5.47020 5.98687 -0.76997 0.221
H 3.25429 6.07523 -1.44585 0.216
H 1.01660 5.03012 -1.75758 0.237
H -1.43520 2.64792 -4.44080 0.209
H -2.03956 3.07905 -2.81499 0.238
H -2.06390 0.78283 -2.10699 0.179
H -2.92650 0.84278 -3.65784 0.212
H -0.85936 -1.92551 -4.52535 0.224
H -2.50781 -1.33392 -4.39701 0.225
H -0.94493 -0.76063 -1.39873 0.424
H -2.32946 -4.13275 -0.75266 0.254
H -2.41540 -5.03445 1.50063 0.209
H -3.33628 -5.00848 3.33750 0.212
H -2.52270 -5.32968 4.88538 0.196
H -4.62739 -4.06967 5.28936 0.193
H -4.09202 -2.80280 4.14451 0.165
H -1.51734 -1.81194 6.44459 0.193
H -2.23820 -1.42742 4.85281 0.165
H -0.08365 -2.69207 4.53218 0.211
H -0.70929 -3.98446 5.57045 0.201
H -0.69300 -1.40665 3.00568 0.205
H -0.57572 -0.54479 0.74686 0.230
H 0.60714 -0.24391 -2.49473 0.188
H 0.92106 -0.46823 -4.22422 0.207
H 0.84337 1.90465 -4.64080 0.212
H 1.81358 1.69707 -3.16362 0.218
H 2.48802 1.39055 -0.15681 0.237
H 4.71187 1.16218 0.56567 0.222
H 5.41381 2.62878 1.25717 0.221
H 5.89004 2.10735 -0.35287 0.220
```



Entry 5:
Formula: C2H3FIN
Source: OMol25
Level of theory: ωB97M-V with the def2-TZVPD basis set

The calculation puts the frontier orbital gap at 9.7224 eV. The total energy comes out at -14429.4120 eV. The calculation puts the HOMO energy at -9.84 eV. The relative energy (zero: lowest compared OMol25 entry of this formula, charge and spin) is 82.6 kJ/mol. As for the structure (SMILES): [H]/N=C(\F)CI. The value obtained for the lowest unoccupied orbital energy is -0.11 eV. As for the spin multiplicity: 1.

XYZ file:
```
8
Properties=species:S:1:pos:R:3:nbo_charge:R:1
H -1.06845 -2.04234 -0.92230 0.408
N -0.34628 -1.36938 -0.66228 -0.642
C -0.48975 -0.22195 -0.21485 0.645
F -1.90969 0.53819 0.00125 -0.459
C 0.53505 0.64787 0.34355 -0.678
I 2.42310 -0.39078 0.53303 0.162
H 0.77742 1.59560 -0.26086 0.278
H 0.07859 1.24279 1.18246 0.286
```



Entry 6:
Formula: C7H10O
Source: OMol25
Level of theory: ωB97M-V with the def2-TZVPD basis set

The calculation puts the frontier orbital gap at 10.4126 eV. The total energy comes out at -9462.2711 eV. The calculation puts the HOMO energy at -9.40 eV. The relative energy (zero: lowest compared OMol25 entry of this formula, charge and spin) is 606.8 kJ/mol. The value obtained for the lowest unoccupied orbital energy is 1.01 eV. As for the spin multiplicity: 1.

XYZ file:
```
18
Properties=species:S:1:pos:R:3:nbo_charge:R:1
C 0.69868 -0.24576 1.43059 -0.629
C 0.49043 -0.05590 0.02811 -0.138
C 1.46768 0.99607 -0.33777 -0.059
C -0.44073 1.01776 -0.33550 0.051
C -1.91978 0.30410 -0.12542 -0.204
C -1.62575 -0.96315 -0.39670 -0.191
C -0.19193 -1.34366 -0.73712 -0.440
H 1.80084 -0.35654 1.71880 0.214
H 0.02497 -1.03336 2.23742 0.216
H 0.38420 0.76836 1.86472 0.244
H 1.52311 1.08849 -1.54159 0.179
H 2.48908 1.06315 0.16242 0.204
H -0.34185 0.92364 -1.38985 0.154
H -2.68207 0.88079 0.40751 0.241
H -2.30795 -1.67432 -0.76580 0.211
H 0.28748 -2.44858 -0.60326 0.248
H -0.17445 -0.97022 -1.77178 0.214
O 0.51804 2.04915 0.15523 -0.515
```